No. 1
The following is a quantum chemistry calculation of C43H23BrF5IN3O4Re as an isolated structure, from OMol25.

Geometry as XYZ:
```
81
Properties=species:S:1:pos:R:3
Re -0.374 -1.593 0.946
Br 3.658 5.840 1.651
C 4.133 4.286 2.627
C 5.450 3.860 2.621
C 5.794 2.736 3.351
C 4.829 2.016 4.047
C 3.512 2.471 4.061
C 3.164 3.608 3.351
N 5.311 0.940 4.853
N 4.688 -0.118 5.055
C 3.491 -0.503 4.402
C 2.550 -1.075 5.241
C 1.276 -1.440 4.816
C 0.935 -1.290 3.478
O -0.227 -1.597 2.978
C 1.934 -0.805 2.578
N 1.537 -0.775 1.265
C 2.394 -0.353 0.350
C 3.720 -0.037 0.686
C 4.144 -0.093 1.984
C 3.219 -0.428 3.001
H 6.198 4.409 2.067
H 6.822 2.397 3.390
H 2.755 1.939 4.623
H 2.142 3.961 3.354
H 2.826 -1.190 6.282
H 0.549 -1.850 5.503
H 2.019 -0.302 -0.665
H 4.401 0.238 -0.108
H 5.176 0.103 2.230
F -1.660 -8.024 -0.129
C -1.776 -6.716 0.148
C -3.011 -6.090 0.091
F -4.089 -6.807 -0.252
C -3.144 -4.744 0.375
F -4.359 -4.188 0.292
C -2.044 -3.945 0.732
O -2.157 -2.673 0.987
C -0.823 -4.630 0.782
F 0.284 -3.898 1.131
C -0.668 -5.969 0.500
F 0.538 -6.543 0.568
C -1.067 0.100 0.519
C -1.537 1.097 -0.100
C -1.976 2.123 -0.848
C -3.034 1.877 -1.853
C -3.913 2.877 -2.277
C -4.896 2.609 -3.218
C -5.022 1.337 -3.759
C -4.163 0.330 -3.337
C -3.185 0.595 -2.395
C -1.358 3.459 -0.699
C -1.183 4.322 -1.784
C -0.559 5.550 -1.623
C -0.102 5.948 -0.376
C -0.267 5.098 0.711
C -0.883 3.870 0.550
H -3.836 3.870 -1.853
H -5.570 3.399 -3.528
H -5.785 1.130 -4.499
H -4.251 -0.670 -3.746
H -2.521 -0.192 -2.060
H -1.515 4.015 -2.767
H -0.422 6.196 -2.482
H 0.382 6.909 -0.250
H 0.091 5.395 1.689
H -1.006 3.201 1.393
I -3.193 -3.911 -7.170
C -2.148 -3.189 -5.506
C -1.215 -2.177 -5.677
C -0.531 -1.699 -4.570
C -0.774 -2.227 -3.308
C -1.713 -3.240 -3.156
C -2.406 -3.727 -4.255
C -0.046 -1.650 -2.120
O 0.730 -0.720 -2.263
O -0.361 -2.226 -1.001
H -1.030 -1.762 -6.658
H 0.192 -0.900 -4.664
H -1.905 -3.637 -2.168
H -3.140 -4.512 -4.134
```

## Properties
Frontier orbital gap (alpha / beta) in eV: 6.142 / 5.610
E_HOMO (alpha / beta) in eV: -4.50 / -3.99
⟨S²⟩: 1.121
Relative energy (zero: lowest compared OMol25 entry of this formula, charge and spin) in eV: 0.058
2S+1: 2
Total charge: -1

Table of Mulliken atomic charges, one value per atom, all in e: 2.068 -0.201 0.243 -0.554 -0.136 -0.063 -0.066 -0.510 -0.482 -0.533 0.035 -0.212 -1.075 1.180 -0.861 0.094 -0.468 -0.073 -1.151 -0.682 0.468 0.414 0.446 0.376 0.426 0.394 0.476 0.729 0.451 0.628 -0.336 0.690 0.206 -0.328 0.313 -0.356 0.252 -1.095 0.538 -0.393 -0.164 -0.320 0.368 -0.365 -0.121 0.174 -0.321 -0.724 -0.496 -0.658 -0.075 0.350 -0.141 -0.680 -0.613 -0.579 -0.535 0.527 0.369 0.384 0.467 0.214 0.525 0.380 0.409 0.468 0.424 0.049 0.008 -0.533 -0.450 -0.121 0.052 -0.579 0.124 -0.726 -0.503 0.385 0.476 0.273 0.428

No. 2
The following is a quantum chemistry calculation of a 4-piece molecular cluster, C18H37N2O6 overall, from OMol25.

Geometry as XYZ:
```
63
Properties=species:S:1:pos:R:3
C -3.641 3.199 -1.932
C -3.053 3.185 -3.123
C -1.608 3.595 -3.350
C -0.633 2.540 -2.920
C 0.677 2.587 -2.591
N 1.088 1.314 -2.243
C 2.460 1.025 -1.812
C 2.597 0.009 -0.683
C 3.924 0.209 0.035
O 3.981 1.460 0.676
C 3.300 1.501 1.930
C 0.056 0.490 -2.381
C -0.003 -0.985 -2.136
C -1.184 -1.597 -2.869
O -2.313 -1.366 -2.525
O -0.856 -2.383 -3.915
N -0.991 1.219 -2.773
H -3.079 3.243 -1.005
H -4.720 3.148 -1.867
H -3.608 2.839 -3.988
H -1.409 4.524 -2.822
H -1.469 3.758 -4.420
H 1.313 3.454 -2.572
H 2.874 1.967 -1.452
H 3.064 0.721 -2.668
H 1.749 0.051 0.004
H 2.584 -1.005 -1.094
H 4.057 -0.591 0.770
H 4.749 0.139 -0.676
H 4.019 1.423 2.747
H 2.766 2.447 2.001
H 2.573 0.691 2.033
H 0.926 -1.458 -2.441
H -0.156 -1.151 -1.067
H -1.235 -3.267 -3.798
H -1.907 0.803 -2.900
C 6.814 3.197 5.897
C 6.051 1.946 5.509
O 5.249 2.150 4.341
H 6.125 4.022 6.076
H 7.402 3.030 6.800
H 7.493 3.500 5.097
H 5.362 1.654 6.299
H 6.742 1.116 5.335
H 5.844 2.403 3.626
C -2.710 -4.018 -0.381
C -2.188 -5.285 0.268
O -0.874 -5.102 0.790
H -2.039 -3.706 -1.183
H -3.704 -4.168 -0.801
H -2.761 -3.199 0.341
H -2.119 -6.090 -0.461
H -2.858 -5.609 1.070
H -0.915 -4.414 1.461
C -5.929 -2.956 1.255
C -6.397 -1.603 0.753
O -5.297 -0.738 0.463
H -5.321 -2.839 2.153
H -6.771 -3.608 1.484
H -5.314 -3.438 0.495
H -6.997 -1.096 1.506
H -7.010 -1.720 -0.146
H -4.767 -1.163 -0.219
```

## Properties
Frontier orbital gap in eV: 9.583
E_HOMO in eV: -12.11
2S+1: 1
Total charge: +1

Table of Mulliken atomic charges, one value per atom, all in e: -0.663 -0.411 -0.416 -0.206 -0.572 0.187 -0.738 -0.234 -0.892 -0.380 -0.706 0.218 -0.034 0.101 -0.558 -0.508 0.104 0.240 0.291 0.395 0.432 0.290 0.524 0.546 0.137 0.380 0.271 0.450 0.397 0.297 0.272 0.315 0.437 0.287 0.433 0.353 -1.022 -0.314 -0.475 0.276 0.336 0.332 0.283 0.276 0.257 -0.537 -0.423 -0.518 -0.074 0.346 0.321 0.318 0.286 0.295 -0.677 -0.280 -0.464 0.252 0.382 -0.009 0.307 0.255 0.235

No. 3
The following is a quantum chemistry calculation of a single C5H6O2 molecule, from OMol25.

Geometry as XYZ:
```
13
Properties=species:S:1:pos:R:3
O -0.709 2.102 1.553
C -0.825 0.301 -1.221
C 0.639 -0.101 -1.160
C 1.019 -0.685 0.235
C -0.102 0.022 0.944
O 0.206 1.095 1.534
C -1.356 -0.051 0.145
H 1.231 0.797 -1.396
H 0.791 -0.780 -2.006
H 1.992 -0.361 0.608
H 0.963 -1.779 0.250
H -2.180 0.543 0.532
H -1.668 -1.102 -0.018
```

## Properties
Frontier orbital gap (alpha / beta) in eV: 8.106 / 8.107
E_HOMO (alpha / beta) in eV: -8.82 / -8.82
Relative energy (zero: lowest compared OMol25 entry of this formula, charge and spin) in eV: 8.212
2S+1: 1

Table of Mulliken atomic charges, one value per atom, all in e: -0.583 -0.549 -0.342 -0.690 0.547 -0.017 -0.384 0.307 0.400 0.321 0.288 0.384 0.316

No. 4
The following is a quantum chemistry calculation of a single C5H7F molecule, from OMol25.

Geometry as XYZ:
```
13
Properties=species:S:1:pos:R:3
F -1.120 -0.307 -1.593
C -1.073 -0.113 -0.256
C -0.130 -1.183 0.165
C 1.228 -0.478 0.050
C 1.082 0.838 -0.019
C -0.358 1.191 -0.021
H -2.068 -0.164 0.146
H -0.273 -1.464 1.247
H -0.231 -2.153 -0.352
H 2.139 -1.063 0.233
H 1.962 1.486 0.092
H -0.530 1.426 1.047
H -0.626 1.984 -0.739
```

## Properties
Frontier orbital gap in eV: 10.452
E_HOMO in eV: -9.33
Relative energy (zero: lowest compared OMol25 entry of this formula, charge and spin) in eV: 0.186
2S+1: 1
SMILES: FC1CC=CC1

Table of Mulliken atomic charges, one value per atom, all in e: -0.331 0.131 -0.689 -0.346 -0.434 -0.602 0.353 0.248 0.346 0.357 0.358 0.244 0.364

No. 5
The following is a quantum chemistry calculation of a single C27H31N3O3 molecule, from OMol25.

Geometry as XYZ:
```
64
Properties=species:S:1:pos:R:3
C 6.452 -0.464 -2.294
C 5.539 -0.695 -1.092
N 4.472 -1.624 -1.405
C 3.518 -1.188 -2.403
C 2.947 0.231 -2.251
C 3.965 -2.389 -0.294
C 3.109 -1.655 0.766
N 1.714 -1.584 0.408
C 0.769 -2.335 1.021
O 1.011 -3.068 1.962
C -0.604 -2.195 0.453
C -1.474 -3.276 0.572
C -2.766 -3.199 0.095
C -3.225 -2.025 -0.501
N -4.547 -1.960 -0.950
C -5.406 -0.894 -0.955
O -6.478 -0.967 -1.517
C -4.952 0.310 -0.203
C -4.468 0.192 1.097
C -4.007 1.308 1.764
C -4.013 2.553 1.146
C -3.423 3.740 1.867
O -2.327 3.396 2.686
C -1.192 2.914 2.104
C -0.195 2.500 2.989
C 1.006 2.018 2.513
C 1.237 1.947 1.149
C 0.249 2.348 0.269
C -0.966 2.825 0.736
C -4.552 2.677 -0.128
C -5.031 1.565 -0.794
C -2.348 -0.952 -0.648
C -1.057 -1.033 -0.164
H 5.944 0.091 -3.078
H 7.327 0.103 -1.986
H 6.776 -1.419 -2.698
H 6.130 -1.142 -0.289
H 5.169 0.277 -0.726
H 2.699 -1.912 -2.405
H 4.005 -1.251 -3.383
H 3.700 0.978 -2.489
H 2.593 0.421 -1.241
H 2.115 0.360 -2.940
H 4.830 -2.822 0.216
H 3.371 -3.217 -0.693
H 3.502 -0.647 0.932
H 3.148 -2.209 1.707
H 1.470 -1.087 -0.432
H -1.118 -4.172 1.056
H -3.434 -4.042 0.195
H -4.951 -2.823 -1.293
H -4.449 -0.771 1.584
H -3.615 1.217 2.766
H -4.160 4.156 2.563
H -3.146 4.528 1.152
H -0.389 2.571 4.047
H 1.768 1.699 3.209
H 2.186 1.588 0.780
H 0.420 2.303 -0.798
H -1.721 3.122 0.025
H -4.587 3.647 -0.604
H -5.444 1.653 -1.788
H -2.676 -0.051 -1.141
H -0.420 -0.165 -0.246
```

## Properties
Frontier orbital gap in eV: 8.675
E_HOMO in eV: -8.22
Relative energy (zero: lowest compared OMol25 entry of this formula, charge and spin) in eV: 2.183
2S+1: 1
SMILES: CCN(CC)CCNC(=O)c1ccc(NC(=O)c2ccc(COc3ccccc3)cc2)cc1

Table of Mulliken atomic charges, one value per atom, all in e: -1.464 -0.272 0.251 -1.059 -0.510 -1.168 -0.623 0.263 0.228 -0.714 0.268 -0.644 -0.778 0.226 -0.072 -0.051 -0.651 0.048 0.015 -0.388 0.444 -0.769 -0.450 0.460 -0.496 -0.736 -0.141 -0.881 -0.034 -0.660 -0.600 -0.159 -0.177 0.284 0.440 0.333 0.488 0.190 0.459 0.403 0.418 -0.161 0.377 0.379 0.461 0.253 0.478 -0.038 0.470 0.417 0.260 0.486 0.493 0.350 0.406 0.452 0.395 0.492 0.356 0.393 0.391 0.433 0.574 0.161

No. 6
The following is a quantum chemistry calculation of a 2-piece molecular cluster, C5H13N3O overall, from OMol25.

Geometry as XYZ:
```
22
Properties=species:S:1:pos:R:3
C -0.250 -0.482 1.933
C 1.143 -0.269 1.321
C 1.048 0.202 -0.106
C 0.612 -0.426 -1.224
N 0.306 0.525 -2.171
C 0.398 1.709 -1.591
N 0.867 1.567 -0.361
N -0.224 -1.630 2.949
H -0.672 0.383 2.445
H -0.997 -0.770 1.197
H 1.802 0.432 1.842
H 1.719 -1.193 1.419
H 0.640 -1.491 -1.388
H -0.075 0.363 -3.100
H 0.148 2.625 -2.102
H 0.964 2.346 0.269
H 0.236 -2.435 2.527
H 0.161 -1.328 3.846
H -1.197 -1.841 3.176
H -2.397 -0.122 -3.971
H -2.253 1.363 -3.577
O -1.980 0.471 -3.331
```

## Properties
Frontier orbital gap in eV: 10.959
E_HOMO in eV: -17.49
Relative energy (zero: lowest compared OMol25 entry of this formula, charge and spin) in eV: 0.334
2S+1: 1
Total charge: +2

Table of Mulliken atomic charges, one value per atom, all in e: -0.561 -0.861 0.389 -0.659 0.080 -0.238 -0.027 -0.304 0.347 0.409 0.418 0.464 0.432 0.360 0.422 0.238 0.366 0.356 0.371 0.336 0.336 -0.674

No. 7
The following is a quantum chemistry calculation of C10H40F2FeN21O14S2 as an isolated structure, from OMol25.

Geometry as XYZ:
```
90
Properties=species:S:1:pos:R:3
Fe -14.709 9.066 30.676
N -12.790 9.191 30.314
S -11.685 8.356 29.754
O -10.668 7.879 30.663
O -11.455 8.537 28.349
F -12.701 7.068 29.646
S -11.766 10.579 30.064
O -11.684 11.220 28.752
O -10.639 10.718 30.997
F -12.866 11.554 30.866
C -11.790 5.057 25.606
O -11.495 3.963 26.006
N -11.604 6.222 26.180
N -12.255 5.205 24.351
H -11.200 6.326 27.100
H -11.927 7.038 25.679
H -12.533 6.155 24.148
H -12.752 4.467 23.873
C -7.846 8.772 28.283
O -8.138 9.619 29.143
N -8.681 8.435 27.359
N -6.738 8.023 28.354
H -8.298 8.299 26.435
H -9.578 8.890 27.454
H -6.426 7.577 27.503
H -6.053 8.288 29.048
C -7.939 13.126 29.470
O -8.217 14.293 29.423
N -7.723 12.296 28.482
N -7.892 12.442 30.580
H -7.734 11.307 28.685
H -8.030 12.597 27.568
H -7.815 11.438 30.498
H -8.279 12.848 31.420
C -15.163 10.172 33.588
O -14.673 9.966 32.488
N -15.041 11.248 34.266
N -16.305 9.576 33.980
H -15.705 11.320 35.024
H -14.282 11.876 34.042
H -16.676 8.834 33.405
H -16.744 10.000 34.784
C -8.568 10.495 33.848
O -7.816 11.125 33.091
N -9.418 9.585 33.427
N -8.641 10.783 35.171
H -9.429 9.495 32.421
H -10.170 9.249 34.012
H -9.275 10.378 35.844
H -7.964 11.435 35.541
C -15.243 7.116 28.180
O -15.169 8.071 28.869
N -14.683 7.060 26.997
N -16.103 6.158 28.380
H -14.084 7.872 26.964
H -14.595 6.256 26.391
H -16.708 6.026 29.178
H -16.399 5.545 27.634
C -7.679 5.149 31.292
O -6.507 5.410 31.223
N -8.520 5.580 30.366
N -8.276 4.599 32.291
H -8.209 6.083 29.547
H -9.508 5.468 30.541
H -7.742 4.588 33.148
H -9.241 4.304 32.277
C -12.131 15.052 28.328
O -12.765 15.307 29.360
N -12.390 13.946 27.679
N -11.134 15.707 27.923
H -13.157 13.356 27.967
H -11.811 13.771 26.870
H -10.737 16.323 28.618
H -10.591 15.355 27.148
C -14.721 6.101 31.979
O -14.318 7.225 31.700
N -13.876 5.145 32.056
N -15.925 5.776 32.284
H -12.951 5.241 31.663
H -14.120 4.179 32.222
H -16.688 6.364 31.978
H -16.089 4.780 32.308
C -15.614 13.979 32.058
O -16.449 13.402 32.637
N -14.513 13.533 31.553
N -15.571 15.249 32.127
H -13.822 14.122 31.110
H -14.327 12.568 31.786
H -14.877 15.742 31.583
H -16.332 15.661 32.647
```

## Properties
Frontier orbital gap (alpha / beta) in eV: 5.324 / 3.784
E_HOMO (alpha / beta) in eV: -7.54 / -10.91
⟨S²⟩: 20.019
Relative energy (zero: lowest compared OMol25 entry of this formula, charge and spin) in eV: 0.000
2S+1: 9
Total charge: +1

Table of Mulliken atomic charges, one value per atom, all in e: 0.094 1.287 0.440 -0.498 -0.583 -0.448 -0.145 -0.490 -0.358 -0.140 0.677 -0.638 -0.098 -0.425 -0.049 0.126 0.177 0.245 0.340 -0.744 -0.186 -0.397 0.257 0.200 0.196 0.230 0.598 -0.517 -0.223 0.083 0.334 0.276 0.257 0.268 0.508 0.048 -0.298 -0.393 0.137 0.232 0.147 0.142 0.683 -0.729 -0.175 -0.415 -0.013 0.212 0.143 0.235 0.527 -0.312 -0.366 -0.332 0.209 0.199 0.218 0.164 0.754 -0.669 -0.140 -0.407 0.055 -0.003 0.224 0.157 0.747 -0.719 -0.313 -0.404 0.149 0.114 0.237 0.160 0.500 -0.450 -0.384 -0.403 0.171 0.212 0.239 0.195 0.711 -0.633 -0.125 -0.415 0.136 0.006 0.171 0.208

Q: What is the formula in the first record?
A: C43H23BrF5IN3O4Re